(1)
179
Properties=species:S:1:pos:R:3 method="wB97M-V/def2-TZVPD" e_lumo_ev=-1.22 orbital_gap_ev=5.80 total_charge=-1
C -10.0332 -4.6590 -5.9023
C -8.7679 -5.3248 -6.5524
C -8.4209 -5.1767 -8.0671
O -9.5224 -5.4542 -8.8396
C -9.0977 -5.7643 -10.2104
N -7.5778 -4.8228 -5.6779
H -7.4591 -3.8366 -5.4946
H -7.5546 -5.2956 -4.7857
H -6.7331 -5.0352 -6.1892
H -10.9104 -4.9935 -6.4562
H -9.8491 -3.5855 -5.9443
H -10.1564 -4.9997 -4.8743
H -8.7804 -6.3900 -6.3217
H -7.5866 -5.8506 -8.2618
H -8.1171 -4.1494 -8.2685
H -8.6263 -4.8698 -10.6175
H -9.9677 -6.0046 -10.8215
H -8.4082 -6.6085 -10.2103
C -2.0100 7.6837 -10.6425
C -1.1677 8.6866 -11.5131
C 0.3123 8.6541 -11.3851
O 0.7355 9.7678 -12.2831
C 2.0572 9.5761 -12.7926
N -1.5813 8.5224 -12.9758
H -1.5132 7.5725 -13.3123
H -2.5137 8.8569 -13.1727
H -0.9943 8.9982 -13.6460
H -1.6026 7.6429 -9.6324
H -1.7397 6.6889 -10.9968
H -3.0952 7.7861 -10.6503
H -1.4581 9.7100 -11.2758
H 0.5595 7.6223 -11.6349
H 0.5867 8.8710 -10.3527
H 2.9299 9.6913 -12.1498
H 2.0956 10.2420 -13.6547
H 2.1385 8.5547 -13.1642
C -0.0250 1.4689 -3.2440
C 0.0303 0.5251 -2.0253
C 0.0641 1.2869 -0.6659
O -0.1468 0.3482 0.3484
C -0.5968 0.8706 1.6026
N -1.2660 -0.3618 -2.0418
H -2.0581 0.2567 -2.1432
H -1.2744 -1.1639 -2.6554
H -1.3631 -0.6411 -1.0761
H -0.2200 1.0085 -4.2126
H 0.9455 1.9567 -3.3351
H -0.8281 2.1966 -3.1280
H 0.8537 -0.1869 -2.0813
H -0.7397 2.0215 -0.7145
H 1.0256 1.7956 -0.5967
H -1.4408 1.5429 1.4488
H 0.1938 1.4009 2.1334
H -0.9914 0.0930 2.2567
C 7.2220 8.2561 2.5309
C 5.8316 8.0682 1.9459
C 4.7532 7.8968 3.0168
O 3.5349 7.4662 2.4214
C 2.3857 7.6509 3.1953
N 5.4902 9.2926 1.0595
H 5.8163 10.1333 1.5146
H 5.8707 9.0966 0.1447
H 4.5422 9.4976 0.7780
H 7.9184 8.0665 1.7141
H 7.4383 7.7084 3.4481
H 7.5103 9.2531 2.8640
H 5.7052 7.2006 1.2984
H 4.6950 8.7942 3.6327
H 5.1376 7.1094 3.6651
H 2.3908 6.9325 4.0151
H 1.4755 7.3800 2.6603
H 2.2447 8.6770 3.5348
C 5.0431 -10.1369 10.4363
C 5.8514 -8.8141 10.3895
C 4.9467 -7.7624 9.7294
C 5.6278 -6.3478 9.8076
P 4.6868 -5.0873 9.0427
C 4.3767 -5.6423 7.3513
C 3.9960 -4.6519 6.2273
C 3.5640 -5.4501 4.9660
C 4.7160 -6.2326 4.1819
C 5.5644 -3.5011 9.0125
C 6.3215 -3.1519 10.2769
C 7.1884 -1.9295 10.2288
C 6.4220 -0.6049 9.9079
C 3.1058 -4.9180 9.9015
C 2.0658 -4.0611 9.2881
C 0.9963 -4.8172 8.5512
C 0.0658 -5.7596 9.2881
H 4.9362 -10.6291 9.4697
H 4.1237 -10.0015 11.0060
H 5.6093 -10.8661 11.0158
H 6.7879 -8.9458 9.8475
H 6.0608 -8.5982 11.4371
H 3.9668 -7.7465 10.2064
H 4.8431 -8.1134 8.7027
H 6.5629 -6.3695 9.2479
H 5.9735 -6.1158 10.8150
H 3.8089 -6.5728 7.3439
H 5.3201 -6.0325 6.9696
H 4.7829 -3.9238 6.0310
H 3.1199 -4.0490 6.4660
H 3.2382 -4.6938 4.2518
H 2.7844 -6.1527 5.2605
H 5.3035 -5.5465 3.5718
H 4.2496 -7.0027 3.5675
H 5.4022 -6.7450 4.8562
H 4.9137 -2.6758 8.7235
H 6.3339 -3.6161 8.2491
H 6.9350 -4.0378 10.4414
H 5.5413 -3.1124 11.0370
H 7.9973 -2.1199 9.5233
H 7.8100 -1.9200 11.1242
H 5.6340 -0.4370 10.6421
H 5.8385 -0.7030 8.9925
H 7.0679 0.2703 9.9777
H 3.4532 -4.4434 10.8192
H 2.6289 -5.8150 10.2965
H 2.5697 -3.3424 8.6418
H 1.5878 -3.3997 10.0108
H 1.5199 -5.4377 7.8239
H 0.3549 -4.1201 8.0120
H 0.5344 -6.6062 9.7899
H -0.8166 -6.0347 8.7103
H -0.4398 -5.1402 10.0288
N 0.2871 11.6292 -1.7188
S -0.8499 12.7300 -1.1304
O -1.5743 12.4498 0.1086
O -1.5498 13.6292 -2.0504
F 0.2426 13.6390 -0.4946
S -0.7808 10.5870 -2.1928
O -1.0896 10.6467 -3.6239
O -1.8369 10.0804 -1.3361
F 0.2118 9.3013 -2.1492
N -6.9343 -7.4853 0.6815
S -5.9751 -7.6497 1.8393
O -5.0299 -8.7569 1.9315
O -6.3964 -7.1487 3.1564
F -4.9220 -6.4341 1.4719
S -7.5889 -9.0457 0.8118
O -8.1728 -9.4782 2.1092
O -6.9915 -10.1225 -0.0213
F -8.9017 -8.6110 -0.0490
N -1.6183 -5.4222 -6.2566
S -0.8820 -6.7254 -6.1891
O 0.5718 -6.6567 -6.1034
O -1.5409 -7.8084 -6.9193
F -1.2461 -6.9748 -4.6351
S -1.2428 -4.9672 -7.8666
O -1.9140 -5.6018 -8.9948
O 0.1052 -4.4932 -8.1732
F -2.1298 -3.6132 -7.8727
N -6.9613 1.0505 -3.3775
S -7.2571 2.0267 -4.4769
O -7.0898 3.4848 -4.2556
O -8.2156 1.5881 -5.4543
F -5.8612 1.7115 -5.1955
S -8.1328 1.6746 -2.2688
O -9.5040 1.9313 -2.8337
O -7.6211 2.6192 -1.3003
F -8.2866 0.3194 -1.4084
N -0.8688 5.2948 10.2337
S -1.9300 4.2670 10.2169
O -2.3516 3.5958 11.4217
O -2.1857 3.6172 8.9150
F -3.0689 5.3767 10.0943
S 0.3212 4.0705 10.4958
O 0.6761 3.2468 9.3702
O 0.4508 3.4819 11.8353
F 1.5716 5.0800 10.5063
N -0.2878 3.1160 -14.7451
S 1.1438 3.0237 -15.6544
O 1.0225 2.4598 -17.0063
O 2.4348 2.8512 -14.9722
F 1.2522 4.6026 -15.9532
S -0.0460 1.8567 -13.9283
O 0.7440 2.0114 -12.6962
O 0.1496 0.5965 -14.6393
F -1.5211 1.8064 -13.3330



(2)
130
Properties=species:S:1:pos:R:3 method="wB97M-V/def2-TZVPD" e_lumo_ev="-2.74 / -4.41" s_squared=8.762 multiplicity=6 orbital_gap_ev="8.48 / 6.81" relative_energy_kcal_mol=0.0 total_charge=+1
Fe 2.3372 0.3997 2.9060
C -0.1012 0.0368 -0.5954
C 0.2752 0.9191 0.5779
O 1.2219 0.3778 1.4308
H 0.7549 -0.3559 -1.1446
H -0.7301 0.6111 -1.2742
H -0.6545 -0.8384 -0.2556
H -0.6528 1.0703 1.1577
H 0.6081 1.9068 0.2304
F 3.6254 -0.7405 2.2824
C -1.3359 -4.6857 -2.8010
C -0.7328 -5.3532 -1.5964
C -1.3754 -4.8662 -0.2954
O -0.8827 -6.7754 -1.7318
H -2.4055 -4.8853 -2.8912
H -0.8348 -4.9531 -3.7294
H -1.2241 -3.6044 -2.6726
H 0.3382 -5.1183 -1.5746
H -2.4125 -5.2024 -0.3348
H -1.3178 -3.7769 -0.2633
H -0.8611 -5.2167 0.6002
H -0.3593 -7.2346 -1.0690
C 4.8023 -4.2263 -1.2212
C 4.4178 -2.9930 -0.4365
C 2.9889 -2.5581 -0.7322
O 4.4676 -3.3002 0.9704
H 5.8234 -4.5118 -0.9565
H 4.8476 -4.0139 -2.2899
H 4.1342 -5.0482 -0.9684
H 5.0886 -2.1658 -0.7155
H 2.3077 -3.3637 -0.4409
H 2.7782 -2.4115 -1.7987
H 2.7256 -1.6453 -0.1970
H 3.9902 -2.5552 1.3682
C 4.8033 3.6707 3.3299
C 3.4177 3.4677 2.7559
C 3.1076 4.4695 1.6622
O 3.3020 2.1156 2.2064
H 5.5960 3.6580 2.5826
H 5.0162 2.9442 4.1192
H 4.8417 4.6243 3.8633
H 2.7071 3.6111 3.5689
H 3.9445 4.5541 0.9683
H 2.8498 5.4315 2.1003
H 2.2329 4.1411 1.0966
H 3.9766 2.0803 1.5137
C -0.8928 3.6530 -2.0053
C -1.7192 4.5212 -2.9321
C -1.9471 5.9203 -2.4404
O -1.1000 4.5470 -4.2167
H -0.9558 2.6031 -2.2875
H -1.1813 3.7890 -0.9563
H 0.1600 3.9416 -2.0843
H -2.7078 4.0617 -3.0954
H -2.2991 5.9021 -1.4028
H -2.7582 6.4271 -2.9652
H -1.0567 6.5476 -2.4989
H -1.1406 3.6468 -4.5842
C -0.8638 1.0459 5.4719
C -0.4827 1.4069 4.0576
C -1.1520 2.6661 3.5630
O 0.9710 1.6055 3.9443
H -0.1347 0.4131 5.9797
H -1.8171 0.5149 5.5126
H -1.0393 1.9261 6.1012
H -0.7005 0.5650 3.4031
H -0.8974 2.8801 2.5256
H -0.8745 3.5207 4.1904
H -2.2383 2.6302 3.6399
H 1.2253 2.2012 4.6628
C -2.2686 -3.8854 2.9948
C -1.8868 -2.4468 2.6777
C -3.1037 -1.6338 2.2872
O -1.3722 -1.8684 3.9414
H -1.4487 -4.5677 3.2159
H -2.7675 -4.3036 2.1168
H -2.9339 -3.8704 3.8590
H -1.0557 -2.3848 1.9743
H -2.9505 -0.5647 2.4196
H -3.9824 -1.9455 2.8564
H -3.3471 -1.8168 1.2346
H -2.0683 -1.9162 4.6046
C -2.3054 0.7125 -4.2615
C -1.8270 1.0594 -5.6577
C -2.9265 1.7165 -6.4732
O -0.7626 2.0171 -5.6040
H -3.1026 -0.0383 -4.2807
H -2.7646 1.5818 -3.7799
H -1.4993 0.2935 -3.6577
H -1.4587 0.1554 -6.1549
H -3.2837 2.6249 -5.9903
H -3.7659 1.0212 -6.5691
H -2.5542 1.9265 -7.4730
H 0.0995 1.5648 -5.6118
C 3.4547 -0.6886 -5.0891
C 1.9928 -0.3046 -4.9854
C 1.8151 0.5411 -3.7275
O 1.6428 0.5488 -6.0969
H 3.8572 -1.1437 -4.1843
H 4.0561 0.1943 -5.3124
H 3.6155 -1.4022 -5.9047
H 1.3156 -1.1633 -4.9450
H 0.7897 0.7802 -3.4406
H 2.3081 1.5010 -3.8981
H 2.2863 0.0123 -2.8983
H 2.0496 0.1980 -6.8960
C -4.7498 2.0708 -0.9795
C -5.0147 1.8508 0.4961
C -3.7919 2.1653 1.3108
O -6.0547 2.7399 0.9335
H -5.6455 1.9637 -1.5936
H -4.0372 1.3210 -1.3396
H -4.3594 3.0770 -1.1292
H -5.3061 0.8205 0.7374
H -3.5383 3.2245 1.2760
H -2.9689 1.5300 0.9716
H -3.9453 1.9000 2.3607
H -6.8718 2.4389 0.5225
C 1.5550 -2.5363 5.8190
C 2.0454 -2.2967 4.4105
C 2.0045 -3.5100 3.5220
O 1.2918 -1.2068 3.7749
H 1.5770 -1.5996 6.3820
H 2.1647 -3.2585 6.3577
H 0.5203 -2.8901 5.8232
H 3.0619 -1.9023 4.4752
H 2.3029 -3.3167 2.4942
H 1.0090 -3.9630 3.5120
H 2.7087 -4.2482 3.9137
H 0.3500 -1.5048 3.7704